No. 1
98
Properties=species:S:1:pos:R:3:lowdin_charge:R:1 method="wB97M-V/def2-TZVPD" multiplicity=6 relative_energy_kcal_mol=55.16 total_charge=+1 largest_force_ev_per_a=0.8 homo_lumo_gap_ev="7.4 / 6.1" lumo_ev="-2.041 / -3.800" homo_ev="-9.44 / -9.91"
Ru 0.066 0.087 -0.392 0.803
Cl -0.508 -1.208 1.926 0.691
C 0.799 -0.991 3.077 -0.630
C 0.470 -0.989 4.418 -0.090
C 1.483 -0.820 5.351 -0.056
C 2.794 -0.655 4.932 -0.055
C 3.101 -0.662 3.579 -0.055
C 2.105 -0.838 2.623 -0.396
P 2.427 -0.783 0.831 0.968
C 2.474 -2.483 0.257 -0.355
C 1.995 -3.556 0.882 -0.057
C 1.845 -4.834 0.168 -0.049
C 2.138 -4.966 -1.125 -0.023
C 2.683 -3.829 -1.938 -0.232
C 2.816 -2.509 -1.192 -0.156
C 4.193 -0.329 0.679 -0.368
C 4.588 0.957 0.316 -0.108
C 5.937 1.275 0.215 -0.066
C 6.901 0.313 0.473 -0.067
C 6.516 -0.973 0.831 -0.065
C 5.172 -1.294 0.932 -0.100
H -0.560 -1.109 4.726 0.112
H 1.240 -0.810 6.405 0.115
H 3.582 -0.514 5.660 0.113
H 4.124 -0.517 3.260 0.105
H 1.690 -3.508 1.921 0.106
H 1.484 -5.685 0.732 0.106
H 2.045 -5.932 -1.610 0.103
H 3.580 -4.151 -2.472 0.150
H 3.750 -1.989 -1.405 0.139
H 3.847 1.719 0.118 0.023
H 6.230 2.279 -0.063 0.110
H 7.951 0.561 0.395 0.110
H 7.265 -1.729 1.031 0.110
H 4.879 -2.298 1.216 0.114
S -2.016 -1.057 -1.222 0.649
C -3.571 -0.247 -1.077 -0.676
C -4.747 -0.970 -1.291 -0.118
C -5.977 -0.338 -1.223 -0.076
C -6.054 1.021 -0.941 -0.073
C -4.892 1.747 -0.726 -0.080
C -3.654 1.114 -0.799 -0.423
As -1.974 2.010 -0.504 1.253
C -1.423 2.476 -2.318 -0.403
C -2.162 2.112 -3.438 -0.097
C -1.748 2.511 -4.703 -0.088
C -0.590 3.263 -4.858 -0.079
C 0.151 3.627 -3.741 -0.076
C -0.264 3.237 -2.474 -0.149
C -2.623 3.725 0.128 -0.430
C -2.733 4.836 -0.695 -0.101
C -3.266 6.014 -0.185 -0.069
C -3.686 6.079 1.134 -0.072
C -3.576 4.964 1.955 -0.074
C -3.040 3.790 1.454 -0.136
H -4.684 -2.030 -1.506 0.097
H -6.882 -0.908 -1.388 0.108
H -7.014 1.515 -0.887 0.108
H -4.953 2.804 -0.507 0.103
H -3.067 1.528 -3.323 0.106
H -2.338 2.239 -5.570 0.109
H -0.276 3.578 -5.845 0.107
H 1.045 4.228 -3.852 0.110
H 0.308 3.543 -1.605 0.070
H -2.410 4.798 -1.726 0.099
H -3.349 6.883 -0.825 0.107
H -4.094 7.002 1.526 0.107
H -3.895 5.015 2.988 0.107
H -2.937 2.926 2.101 0.107
N 1.506 0.427 -2.345 0.046
C 1.949 -0.808 -3.032 -0.260
C 1.314 -0.924 -4.414 -0.121
C -0.220 -0.982 -4.402 -0.174
C -0.832 -2.019 -5.332 -0.141
N -0.342 -3.388 -5.160 0.098
C -0.668 -4.197 -4.164 -0.445
N -0.279 -5.482 -4.203 0.205
N -1.453 -3.777 -3.176 0.232
C 1.627 -2.002 -2.103 -0.551
O 1.732 -3.264 -2.874 -0.036
O 0.454 -1.855 -1.504 -0.352
H 0.885 0.979 -2.933 0.062
H 2.278 1.033 -2.092 0.084
H 3.032 -0.771 -3.174 0.150
H 1.743 -1.801 -4.901 0.110
H 1.644 -0.057 -4.994 0.123
H -0.638 -0.028 -4.731 0.102
H -0.576 -1.127 -3.382 0.028
H -0.624 -1.766 -6.371 0.131
H -1.918 -2.023 -5.214 0.131
H 0.366 -3.715 -5.795 0.156
H 0.348 -5.792 -4.924 0.123
H -0.263 -6.007 -3.345 0.118
H -1.422 -2.800 -2.888 0.016
H -1.603 -4.402 -2.399 0.131
Se 1.305 2.135 0.933 0.576
C 0.455 3.755 1.069 -0.816
N -0.070 4.776 1.189 0.096



No. 2
94
Properties=species:S:1:pos:R:3:lowdin_charge:R:1 method="wB97M-V/def2-TZVPD" multiplicity=1 relative_energy_kcal_mol=0.00 total_charge=0 largest_force_ev_per_a=4.5 homo_lumo_gap_ev=5.8 lumo_ev=-0.153 homo_ev=-5.96
C 1.047 -3.104 -3.176 -0.047
C 0.387 -2.863 -1.847 -0.260
C 1.025 -2.081 -0.876 -0.019
C 0.420 -1.829 0.354 -0.034
C -0.830 -2.382 0.631 -0.291
S -1.617 -2.034 2.194 0.762
N -0.692 -3.208 3.330 0.055
C -0.761 -3.209 4.545 -0.383
O -0.791 -3.271 5.730 0.153
O -1.255 -0.713 2.633 -0.280
O -2.981 -2.484 2.174 -0.277
C -1.487 -3.157 -0.327 -0.045
C -0.867 -3.408 -1.550 -0.028
H 0.473 -3.823 -3.770 0.077
H 1.136 -2.174 -3.754 0.090
H 2.062 -3.496 -3.036 0.087
H 2.011 -1.661 -1.082 0.126
H 0.913 -1.209 1.100 0.123
H -2.473 -3.560 -0.110 0.116
H -1.363 -4.039 -2.289 0.117
C 0.431 3.707 8.416 -0.049
C 0.938 2.376 7.959 -0.264
C 1.693 1.588 8.821 0.002
C 2.172 0.329 8.440 -0.180
C 2.944 -0.455 9.460 -0.031
C 1.919 -0.108 7.133 -0.138
N 2.507 -1.320 6.655 0.154
C 2.308 -2.607 7.160 -0.195
C 1.413 -2.928 8.252 -0.167
C 1.849 -3.931 9.143 -0.021
C 1.142 -4.152 10.319 -0.075
C -0.045 -3.449 10.565 -0.076
C -0.536 -2.532 9.629 -0.062
C 0.170 -2.294 8.457 -0.034
N 3.017 -3.481 6.490 0.209
N 3.658 -2.763 5.491 0.060
C 4.335 -3.485 4.461 -0.100
C 3.608 -4.492 3.804 -0.180
C 2.184 -4.783 4.133 -0.040
C 4.234 -5.200 2.781 -0.002
C 5.556 -4.939 2.419 -0.264
C 6.194 -5.739 1.328 -0.055
C 6.266 -3.953 3.105 0.003
C 5.680 -3.219 4.140 -0.178
C 6.507 -2.223 4.882 -0.025
C 3.437 -1.448 5.649 -0.073
C 3.770 -0.454 4.616 -0.403
O 3.567 -0.782 3.422 -0.029
C 4.268 0.881 4.957 -0.205
C 4.250 1.863 3.852 -0.063
C 4.732 1.222 6.267 -0.193
C 5.271 0.257 7.150 -0.056
C 5.754 0.613 8.406 -0.112
C 5.724 1.948 8.817 -0.114
C 5.196 2.925 7.968 -0.098
C 4.713 2.579 6.715 -0.035
C 1.114 0.636 6.267 -0.178
C 0.688 0.151 4.917 -0.023
C 0.657 1.890 6.685 0.012
H -0.083 4.220 7.599 0.076
H -0.270 3.591 9.252 0.086
H 1.259 4.336 8.765 0.084
H 1.925 1.949 9.825 0.129
H 3.659 -1.151 9.008 0.077
H 3.514 0.245 10.091 0.085
H 2.267 -1.020 10.122 0.089
H 2.766 -4.475 8.909 0.118
H 1.523 -4.871 11.046 0.106
H -0.599 -3.622 11.488 0.105
H -1.471 -1.998 9.808 0.111
H -0.223 -1.628 7.689 0.114
H 1.853 -5.628 3.517 0.085
H 2.057 -5.038 5.192 0.077
H 1.520 -3.945 3.890 0.057
H 3.659 -5.968 2.258 0.121
H 7.158 -5.304 1.052 0.075
H 6.360 -6.775 1.651 0.086
H 5.542 -5.771 0.446 0.082
H 7.308 -3.746 2.845 0.119
H 7.546 -2.309 4.538 0.085
H 6.191 -1.191 4.681 0.084
H 6.499 -2.398 5.965 0.088
H 4.869 2.736 4.082 0.072
H 4.610 1.390 2.927 0.082
H 3.220 2.209 3.660 0.084
H 5.339 -0.779 6.809 0.081
H 6.146 -0.170 9.061 0.107
H 6.108 2.217 9.800 0.094
H 5.160 3.968 8.288 0.100
H 4.276 3.336 6.058 0.106
H -0.337 0.500 4.716 0.083
H 1.327 0.550 4.114 0.092
H 0.679 -0.945 4.852 0.069
H 0.052 2.481 5.993 0.125